# 1
9
Properties=species:S:1:pos:R:3:forces:R:3 method="wB97M-V/def2-TZVPD" charge=0 smiles=C#C.NS relative_energy_kcal_mol=87.9
C 0.25813 1.62945 0.18356 0.31 -0.49 -2.76
C 1.03035 1.74505 1.07983 -0.10 0.25 1.31
H -0.01377 1.33692 -0.82609 -0.19 0.88 0.88
H 1.41864 1.84708 2.04350 0.66 0.15 0.69
N -0.08358 -1.62035 -0.36950 -0.26 -0.28 -1.85
S -1.39718 -0.52992 -0.74543 3.84 2.46 -2.36
H 0.69080 -1.19874 0.10899 0.18 0.56 0.16
H 0.22404 -1.94934 -1.30034 0.16 0.06 1.05
H -2.12742 -1.26014 -0.17452 -4.60 -3.59 2.87

***

# 2
144
Properties=species:S:1:pos:R:3:forces:R:3 method="wB97M-V/def2-TZVPD" charge=0 smiles="CC(=O)N(C(C)=O)[C@@]1(CC(=O)F)[C@@](CCF)(CC(=O)O)C(=O)O[C@]1(OC[C@H](C)CC(C)C)c1ccncc1.ClCCCl.ClCCCl.ClCCCl.ClCCCl.ClCCCl.ClCCCl.ClCCCl.ClCCCl.ClCCCl" e_tot_ha=-10913.2069
C -1.40390 -0.84849 1.91263 -0.38 0.50 0.09
C -1.64949 -1.43405 0.56271 0.16 -0.34 0.21
O -1.93511 -2.59372 0.45037 -0.18 -0.14 -0.12
N -1.69459 -0.59278 -0.65991 0.04 0.08 -0.42
C -2.92666 -1.04108 -1.27094 -0.24 -0.10 0.32
C -4.16655 -0.56389 -0.56114 0.55 -0.40 -0.27
O -2.95862 -1.78799 -2.20364 0.12 0.05 -0.33
C -0.50973 -0.59224 -1.56121 -0.03 0.36 0.32
C 0.32469 -1.90166 -1.50743 -0.48 -0.52 0.39
C 1.28652 -2.18692 -0.37788 0.74 -0.16 -0.14
O 2.46966 -2.21167 -0.49440 -0.42 -0.08 0.03
F 0.74965 -2.55259 0.80391 -0.08 0.20 -0.18
C -0.73849 -0.29774 -3.10292 0.62 -0.08 -0.61
C -0.91311 -1.41436 -4.16869 0.23 -0.07 -0.67
C 0.18212 -2.42068 -4.51585 -0.39 -0.30 0.07
F -0.27428 -3.08591 -5.65631 0.05 0.09 -0.05
C -1.74290 0.83056 -3.51285 -0.37 0.19 0.49
C -3.07675 0.45589 -4.13804 -0.03 0.16 -0.33
O -3.22978 0.14102 -5.27880 0.07 -0.35 0.04
O -4.17349 0.60426 -3.33528 -0.15 0.31 -0.23
C 0.68422 0.28925 -3.40931 -0.09 0.00 0.36
O 1.11480 0.59933 -4.46866 0.11 -0.05 -0.25
O 1.43595 0.41955 -2.25848 -0.01 0.01 0.07
C 0.44005 0.63267 -1.25789 -0.27 0.73 -0.31
O -0.19024 1.85228 -1.61992 -0.16 -0.40 0.28
C 0.72863 2.93327 -1.86129 -0.09 0.53 -0.38
C 0.18610 4.22048 -1.26167 -0.61 0.49 -0.45
C -1.00397 4.67045 -2.13201 0.32 -0.07 0.00
C 1.18992 5.39914 -1.20262 0.08 -0.26 0.25
C 2.69342 5.10482 -1.18920 0.48 0.20 0.20
C 3.28276 4.69194 -2.54879 -0.58 0.20 0.04
C 3.13536 4.17071 -0.04363 0.04 -0.39 -0.50
C 0.95879 0.88120 0.12956 0.40 -0.36 0.21
C 2.23440 0.56661 0.55603 0.42 -0.24 -0.25
C 2.64378 0.86387 1.85168 -0.65 0.41 -0.74
N 1.85529 1.48769 2.72754 0.27 -0.11 -0.27
C 0.64755 1.82910 2.28499 -0.32 0.24 0.31
C 0.14436 1.55829 1.02696 0.22 0.03 -0.08
H -0.37374 -0.54629 2.07001 0.02 -0.15 -0.04
H -2.02457 0.04264 2.03487 0.10 0.07 -0.03
H -1.70710 -1.57657 2.65832 0.14 -0.15 -0.04
H -4.40449 -1.30033 0.20856 -0.02 0.17 0.18
H -4.98321 -0.58127 -1.26962 0.17 0.06 -0.03
H -3.99997 0.42371 -0.13718 -0.20 0.01 0.15
H -0.39989 -2.71944 -1.55579 -0.03 0.00 0.16
H 0.96504 -2.01982 -2.36862 0.05 0.36 -0.05
H -1.84284 -1.96635 -4.09418 -0.02 0.08 0.41
H -1.01236 -0.86295 -5.10741 -0.02 0.10 0.06
H 1.13305 -1.96295 -4.78613 0.07 0.05 0.19
H 0.30667 -3.20076 -3.76817 0.16 -0.03 0.00
H -1.22719 1.44895 -4.24702 -0.04 -0.10 -0.15
H -1.95995 1.48680 -2.67766 0.12 -0.10 0.18
H -4.05350 1.35871 -2.74711 0.12 -0.17 0.23
H 0.76977 3.06606 -2.94900 0.13 -0.04 -0.02
H 1.74603 2.71582 -1.56163 -0.15 -0.30 0.40
H -0.23409 4.06563 -0.26645 0.40 -0.42 -0.01
H -0.63468 4.84614 -3.14596 -0.10 0.02 -0.06
H -1.41748 5.61264 -1.77130 -0.16 -0.06 0.08
H -1.77818 3.90349 -2.18331 -0.12 0.08 0.09
H 0.97111 5.95341 -0.28502 -0.08 0.02 -0.01
H 0.96952 6.09394 -2.01703 0.12 -0.05 -0.12
H 3.17194 6.06550 -0.97299 -0.22 0.12 0.00
H 2.69885 5.16840 -3.34088 0.15 0.04 -0.11
H 4.31567 5.02009 -2.64162 -0.18 -0.15 -0.02
H 3.22689 3.61695 -2.72543 0.15 -0.04 0.00
H 3.34967 3.17298 -0.43633 -0.02 -0.05 0.07
H 2.36704 4.03830 0.71994 0.08 0.19 0.16
H 4.07294 4.50261 0.39972 -0.10 0.11 0.19
H 2.93614 0.09269 -0.11650 -0.02 0.00 0.00
H 3.64267 0.57968 2.14017 -0.03 0.42 -0.13
H 0.00397 2.35695 2.97814 0.07 -0.01 0.13
H -0.85572 1.86726 0.76148 0.00 0.04 -0.01
Cl 3.79255 -0.61982 3.89050 0.31 -0.62 0.95
C 4.67872 -1.33701 5.26190 -0.06 -0.13 0.01
C 6.04136 -0.71708 5.43049 0.07 0.02 0.04
Cl 7.10938 -1.10457 4.05698 0.03 0.01 0.02
H 4.75455 -2.40597 5.07860 0.04 0.00 -0.02
H 4.08496 -1.17804 6.16076 -0.02 0.07 -0.02
H 6.50692 -1.10580 6.33469 0.03 -0.05 -0.03
H 5.98583 0.36586 5.50566 -0.06 0.00 -0.04
Cl -0.85433 4.92787 2.06221 -0.02 0.10 0.06
C -2.39806 5.40291 2.82536 0.11 0.05 0.01
C -2.67904 4.59745 4.06436 -0.04 0.06 0.07
Cl -3.02397 2.88613 3.67828 0.03 -0.02 0.00
H -3.18276 5.28597 2.08764 0.18 -0.11 0.00
H -2.31980 6.45922 3.07901 0.02 -0.01 0.03
H -3.55878 4.99603 4.56676 -0.04 -0.02 -0.04
H -1.84151 4.62035 4.75657 0.03 -0.06 -0.03
Cl 6.66122 4.21149 -2.83218 0.33 -0.06 0.02
C 6.73494 2.82311 -3.94843 -0.01 -0.11 0.03
C 6.86660 3.26113 -5.38320 0.04 -0.04 -0.06
Cl 5.38849 4.06413 -5.97322 0.01 0.02 0.00
H 5.83826 2.22699 -3.79716 -0.04 0.05 0.00
H 7.60110 2.22889 -3.66300 0.03 0.03 -0.01
H 7.03243 2.39056 -6.01530 -0.04 -0.02 0.01
H 7.69603 3.95133 -5.51243 -0.03 0.05 0.02
Cl 6.51614 -4.16319 -1.20828 -0.22 0.04 -0.28
C 4.89232 -4.52866 -0.56300 -0.09 0.01 0.13
C 4.50536 -5.96617 -0.78696 -0.03 -0.03 0.08
Cl 4.23031 -6.33155 -2.51186 0.01 -0.01 -0.01
H 4.18534 -3.84942 -1.02823 0.06 0.03 -0.07
H 4.92091 -4.31992 0.50583 0.06 -0.02 -0.01
H 3.57237 -6.17429 -0.26587 -0.02 0.03 -0.01
H 5.26881 -6.64723 -0.41992 0.03 0.00 -0.04
Cl 8.51780 -2.09966 0.89629 0.05 0.16 0.05
C 9.39345 -3.51687 1.52140 0.02 -0.06 0.05
C 8.56668 -4.77286 1.41422 0.23 -0.17 -0.08
Cl 7.16317 -4.76088 2.51571 -0.05 0.00 -0.04
H 9.68041 -3.30799 2.54902 -0.06 0.02 0.02
H 10.29550 -3.62933 0.92220 -0.02 -0.01 -0.03
H 9.17513 -5.63482 1.68296 0.02 0.02 0.09
H 8.19154 -4.90860 0.40265 0.02 0.02 0.19
Cl -7.13184 0.18766 -0.51900 -0.51 0.18 0.06
C -8.53085 -0.61466 -1.28220 -0.06 0.05 -0.09
C -9.36715 -1.34832 -0.26755 -0.08 0.00 -0.03
Cl -8.49355 -2.75430 0.39938 -0.04 0.03 0.02
H -8.15112 -1.28728 -2.04692 0.06 -0.02 0.04
H -9.12432 0.15962 -1.76464 -0.02 0.03 0.06
H -10.27324 -1.72630 -0.73718 0.04 -0.04 -0.04
H -9.64670 -0.70417 0.56160 0.07 -0.01 0.04
Cl -8.19630 -6.77731 2.94173 0.01 0.00 0.02
C -7.30979 -5.24278 2.75739 -0.03 0.02 0.00
C -5.81809 -5.43616 2.82641 0.07 0.07 -0.08
Cl -5.27416 -5.90460 4.46093 -0.01 0.04 -0.01
H -7.65895 -4.56004 3.52753 0.01 -0.03 0.04
H -7.57598 -4.83465 1.78600 0.02 -0.06 -0.03
H -5.31596 -4.50182 2.58117 -0.02 0.02 0.03
H -5.48544 -6.20204 2.13069 -0.02 -0.05 0.04
Cl -3.86424 9.35552 1.90282 0.03 -0.03 0.01
C -4.37044 8.44688 0.45551 0.02 0.03 -0.07
C -5.63464 7.66187 0.69275 -0.04 0.03 -0.09
Cl -5.37227 6.32134 1.84144 -0.37 0.07 -0.04
H -3.54833 7.79594 0.16791 0.01 -0.01 0.03
H -4.53563 9.17237 -0.33887 -0.03 0.02 0.02
H -5.97356 7.22043 -0.24260 0.04 -0.04 0.00
H -6.42937 8.28735 1.08975 0.04 0.01 0.07
Cl -4.42215 -10.56883 4.59405 0.00 0.00 0.01
C -3.53633 -9.03180 4.41320 -0.01 -0.01 -0.03
C -2.04391 -9.22513 4.47628 0.05 0.05 -0.07
Cl -1.49183 -9.69927 6.10429 0.00 -0.02 0.00
H -3.88241 -8.35402 5.18653 -0.01 -0.04 0.04
H -3.81047 -8.61906 3.44423 0.01 -0.01 -0.01
H -1.54726 -8.28730 4.23299 -0.02 0.02 0.03
H -1.71241 -9.98808 3.77689 -0.01 -0.05 0.04

***

# 3
44
Properties=species:S:1:pos:R:3:forces:R:3 method="wB97M-V/def2-TZVPD" charge=0 smiles="CSc1ccccc1OCc1cc(C(=O)NCc2cnc(C)cn2)no1" relative_energy_kcal_mol=68.4
C -6.31289 -2.26633 0.20069 0.20 0.28 -0.30
S -5.67197 -1.45351 -1.29691 0.01 -0.01 0.12
C -5.07340 0.08078 -0.62733 -0.09 -0.60 -0.08
C -5.56942 1.26534 -1.14422 0.09 0.00 0.10
C -5.11229 2.48454 -0.67586 0.05 0.16 -0.01
C -4.15891 2.51318 0.32414 -0.07 0.02 -0.07
C -3.64786 1.33458 0.84367 0.16 -0.20 0.21
C -4.08573 0.10686 0.36559 -0.11 0.19 -0.10
O -3.62894 -1.10721 0.80101 -0.19 0.14 -0.21
C -2.53687 -1.15901 1.68425 0.21 -0.15 0.03
C -1.26693 -0.63121 1.09271 0.52 0.72 0.56
C -0.33673 0.25736 1.55585 -0.35 -0.53 -0.37
C 0.62676 0.30051 0.51826 -0.88 -0.55 0.18
C 1.87230 1.10843 0.48969 0.20 -0.03 -0.50
O 2.19609 1.83890 1.40521 -0.11 0.00 0.27
N 2.57786 0.95067 -0.64732 0.01 -0.03 -0.18
C 3.85103 1.59906 -0.86343 0.08 0.14 0.20
C 5.00327 0.66663 -0.59536 0.08 -0.04 0.00
C 5.20505 0.08174 0.65230 -0.07 0.16 -0.24
N 6.21084 -0.74534 0.87758 0.12 -0.16 0.22
C 7.04187 -1.00706 -0.12636 -0.10 0.10 -0.14
C 8.18072 -1.93436 0.14088 0.06 0.00 -0.09
C 6.83475 -0.41866 -1.37490 0.07 -0.14 0.25
N 5.82624 0.40265 -1.60482 -0.18 0.22 -0.14
N 0.27479 -0.49958 -0.46148 1.03 0.56 -0.27
O -0.88663 -1.07689 -0.11404 -0.62 -0.31 0.22
H -5.49167 -2.52826 0.85842 -0.06 -0.06 0.07
H -6.82490 -3.16009 -0.14043 -0.08 -0.08 0.01
H -7.01214 -1.59904 0.69545 -0.08 -0.05 0.09
H -6.31683 1.21516 -1.92069 -0.11 -0.01 -0.04
H -5.50322 3.40270 -1.08567 -0.03 0.09 -0.04
H -3.79781 3.45558 0.70709 0.03 0.08 0.04
H -2.89546 1.38674 1.61426 0.04 0.01 0.06
H -2.74648 -0.62689 2.62150 0.10 -0.07 -0.12
H -2.41661 -2.22652 1.90180 -0.02 0.21 0.05
H -0.31322 0.80145 2.47538 -0.06 0.13 0.23
H 2.24729 0.27680 -1.32150 -0.05 0.01 0.03
H 3.89465 2.44435 -0.16910 -0.03 -0.05 -0.20
H 3.91613 1.95701 -1.89312 0.03 -0.01 0.15
H 4.54944 0.28682 1.48753 -0.13 0.09 0.03
H 8.16237 -2.76907 -0.55749 0.07 -0.09 -0.02
H 8.11141 -2.30949 1.15762 0.02 -0.02 0.01
H 9.12727 -1.41085 0.01548 0.12 -0.04 0.01
H 7.49237 -0.61319 -2.21185 0.12 -0.09 -0.01

***

# 4
18
Properties=species:S:1:pos:R:3:forces:R:3 method="wB97M-V/def2-TZVPD" charge=0 smiles="C=C(C#N)[C@@H](O)c1ccco1" relative_energy_kcal_mol=167.1
C -2.58652 1.41245 0.56435 0.43 -3.96 0.78
C -1.64706 0.28640 0.68896 -0.94 5.39 0.06
C -1.84153 -1.00712 1.29013 0.41 1.48 -0.03
N -1.68647 -1.99271 1.85711 -0.28 -0.68 0.04
C 0.03213 0.80113 0.79873 -2.51 -0.35 0.07
O 0.31375 0.78926 2.16732 2.00 -3.26 -1.05
C 1.06640 0.21930 -0.00710 1.15 -3.26 -7.63
C 1.08892 0.23617 -1.61410 0.26 3.73 2.08
C 1.72965 -0.88572 -2.06737 -0.25 -1.06 4.23
C 1.89639 -1.69120 -0.88211 -0.25 2.70 -2.46
O 1.57049 -1.06459 0.23273 -1.62 0.76 -0.17
H -2.34204 2.27325 -0.05108 0.71 -0.02 0.48
H -3.71457 1.51232 0.94513 2.63 -1.09 -0.92
H 0.23361 1.73549 0.37280 -1.61 2.46 -0.20
H 0.89015 -0.06797 2.04789 -1.30 2.14 2.28
H 0.95351 1.08692 -2.48769 -0.13 -1.74 3.12
H 2.11210 -0.93119 -3.04145 0.20 -0.95 -1.09
H 1.93107 -2.71219 -0.81424 1.10 -2.29 0.41

***

Q: Which value of charge does entry 4 give?
A: 0